{"formula": "C39H116N6O21", "method": "wB97M-V/def2-TZVPD", "fmax_ha_per_bohr": 0.0612, "charge": 0, "lumo_energy_ev": 0.117, "gap_ev": 9.31, "spin_multiplicity": 1, "species": ["C", "O", "H", "H", "H", "H", "C", "O", "H", "H", "H", "H", "C", "O", "H", "H", "H", "H", "C", "O", "H", "H", "H", "H", "C", "O", "H", "H", "H", "H", "C", "C", "C", "O", "C", "N", "H", "H", "H", "H", "H", "H", "H", "H", "H", "H", "H", "C", "C", "C", "O", "C", "N", "H", "H", "H", "H", "H", "H", "H", "H", "H", "H", "H", "C", "C", "C", "O", "C", "N", "H", "H", "H", "H", "H", "H", "H", "H", "H", "H", "H", "C", "C", "C", "O", "C", "N", "H", "H", "H", "H", "H", "H", "H", "H", "H", "H", "H", "C", "C", "C", "O", "C", "N", "H", "H", "H", "H", "H", "H", "H", "H", "H", "H", "H", "C", "C", "C", "O", "C", "N", "H", "H", "H", "H", "H", "H", "H", "H", "H", "H", "H", "C", "C", "O", "O", "H", "H", "H", "H", "H", "H", "C", "C", "O", "O", "H", "H", "H", "H", "H", "H", "C", "C", "O", "O", "H", "H", "H", "H", "H", "H", "C", "C", "O", "O", "H", "H", "H", "H", "H", "H", "C", "C", "O", "O", "H", "H", "H", "H", "H", "H"], "coordinates": [[-5.035, 3.527, -0.846], [-4.911, 2.933, 0.430], [-6.068, 3.687, -1.156], [-4.465, 4.447, -0.977], [-4.493, 2.939, -1.586], [-5.385, 3.515, 1.029], [2.437, 0.739, -2.944], [1.708, 0.191, -4.038], [3.440, 0.312, -2.926], [2.586, 1.791, -3.189], [1.897, 0.609, -2.006], [2.116, -0.655, -4.237], [-1.984, -2.580, -5.042], [-1.438, -3.900, -4.795], [-2.387, -2.174, -4.114], [-1.318, -1.926, -5.605], [-2.821, -2.688, -5.731], [-0.825, -3.857, -4.057], [-2.583, -2.759, 3.003], [-2.468, -2.851, 1.600], [-1.715, -2.187, 3.333], [-3.447, -2.182, 3.331], [-2.678, -3.773, 3.391], [-3.206, -3.218, 1.108], [-3.313, -4.026, -1.553], [-4.229, -4.234, -0.480], [-2.571, -4.824, -1.592], [-3.835, -3.931, -2.505], [-2.717, -3.119, -1.455], [-4.699, -5.069, -0.534], [-1.466, -6.118, 0.649], [-0.147, -5.385, 1.092], [1.106, -6.292, 1.013], [0.822, -7.295, 1.986], [1.784, -8.354, 2.045], [0.002, -4.231, 0.232], [-1.536, -6.470, -0.381], [-2.300, -5.448, 0.856], [-1.556, -6.961, 1.334], [-0.229, -5.025, 2.117], [1.995, -5.746, 1.330], [1.314, -6.719, 0.032], [2.735, -8.116, 2.522], [2.068, -8.554, 1.012], [1.411, -9.236, 2.566], [-0.718, -3.606, 0.565], [0.835, -3.716, 0.480], [-0.655, 4.808, -4.726], [-0.689, 5.186, -3.287], [0.462, 4.655, -2.362], [0.300, 5.153, -1.004], [-0.716, 4.545, -0.207], [-0.575, 6.663, -3.322], [0.348, 5.014, -5.100], [-1.411, 5.351, -5.293], [-0.773, 3.739, -4.903], [-1.641, 4.888, -2.848], [1.433, 4.935, -2.768], [0.578, 3.573, -2.289], [-1.704, 4.585, -0.665], [-0.871, 5.001, 0.771], [-0.453, 3.502, -0.034], [0.150, 6.798, -4.012], [-0.079, 6.901, -2.475], [6.883, -1.847, 3.712], [6.384, -0.423, 4.024], [5.040, -0.438, 4.838], [4.006, -1.199, 4.220], [3.585, -0.523, 3.012], [7.447, 0.280, 4.732], [7.775, -1.712, 3.101], [6.169, -2.572, 3.321], [7.293, -2.301, 4.615], [6.314, 0.123, 3.083], [4.699, 0.552, 5.143], [5.235, -0.864, 5.822], [2.691, -1.103, 2.782], [4.326, -0.667, 2.225], [3.390, 0.543, 3.128], [7.091, 1.222, 4.813], [7.515, 0.031, 5.708], [0.207, -0.175, 1.710], [-0.908, 0.414, 0.792], [-1.061, -0.170, -0.645], [-2.097, 0.647, -1.326], [-1.746, 0.972, -2.684], [-2.153, 0.282, 1.558], [0.466, 0.439, 2.572], [1.139, -0.305, 1.160], [-0.161, -1.152, 2.024], [-0.628, 1.465, 0.726], [-1.385, -1.211, -0.631], [-0.124, -0.174, -1.201], [-1.513, 0.129, -3.335], [-0.908, 1.667, -2.735], [-2.511, 1.583, -3.162], [-2.439, -0.681, 1.656], [-2.839, 0.658, 0.919], [0.957, 1.126, 6.080], [1.895, 0.447, 7.154], [1.438, 0.603, 8.619], [1.200, 1.966, 8.947], [0.446, 2.180, 10.117], [2.037, -0.926, 6.778], [0.926, 2.201, 6.258], [-0.103, 0.875, 6.106], [1.399, 0.994, 5.092], [2.895, 0.874, 7.078], [2.098, 0.140, 9.352], [0.587, -0.077, 8.681], [0.922, 1.731, 10.989], [-0.536, 1.708, 10.090], [0.368, 3.239, 10.362], [1.099, -1.279, 6.658], [2.351, -0.982, 5.820], [6.052, 2.320, -1.919], [6.188, 2.383, -0.406], [4.891, 2.138, 0.389], [3.892, 2.950, -0.104], [2.699, 2.897, 0.698], [7.297, 1.558, -0.045], [5.823, 1.272, -2.111], [6.980, 2.646, -2.389], [5.283, 3.065, -2.128], [6.363, 3.442, -0.214], [5.048, 2.331, 1.450], [4.558, 1.101, 0.412], [2.322, 1.891, 0.881], [1.983, 3.436, 0.077], [2.810, 3.351, 1.683], [7.697, 1.954, 0.793], [8.053, 1.739, -0.690], [-5.347, -0.944, -1.138], [-6.044, -0.569, 0.185], [-5.194, 0.215, 1.060], [-4.850, 0.229, -1.734], [-5.999, -1.415, -1.873], [-4.433, -1.518, -0.985], [-6.292, -1.502, 0.692], [-7.020, -0.109, 0.028], [-5.138, 1.144, 0.822], [-4.144, 0.547, -1.165], [-0.645, 2.344, -7.858], [0.452, 1.826, -6.857], [-0.086, 1.404, -5.594], [-0.116, 2.560, -9.176], [-0.985, 3.289, -7.433], [-1.493, 1.660, -7.876], [1.245, 2.550, -6.668], [0.945, 0.954, -7.286], [0.630, 0.892, -5.210], [-0.823, 2.917, -9.719], [-5.851, -0.620, -5.469], [-4.872, 0.566, -5.204], [-5.291, 1.377, -4.065], [-5.312, -1.640, -6.253], [-6.875, -0.454, -5.803], [-6.108, -1.067, -4.508], [-4.808, 1.098, -6.153], [-3.887, 0.133, -5.031], [-5.123, 0.899, -3.249], [-4.978, -1.303, -7.088], [-2.284, 3.100, 3.813], [-3.664, 2.373, 3.841], [-3.344, 1.001, 4.040], [-1.664, 3.006, 2.576], [-1.652, 2.560, 4.518], [-2.332, 4.171, 4.010], [-4.167, 2.556, 2.891], [-4.253, 2.705, 4.695], [-2.911, 0.756, 3.219], [-1.670, 2.086, 2.303], [1.647, -2.927, -4.081], [1.324, -3.113, -2.591], [0.213, -4.024, -2.385], [2.851, -2.164, -4.275], [0.797, -2.489, -4.604], [1.767, -3.940, -4.465], [1.209, -2.136, -2.121], [2.233, -3.582, -2.214], [0.202, -4.235, -1.448], [3.628, -2.710, -4.136]]}